Entry from OMol25: a 3-piece molecular cluster, C25H46BFN6O6P2 overall in a non-equilibrium geometry (ωB97M-V/def2-TZVPD).

Cartesian coordinates (Å):
P: -3.30857 3.85319 3.38674
P: -0.12781 -2.56904 0.40099
F: 3.36437 -5.33821 -2.42465
O: 4.18861 -4.97846 -4.41647
O: 1.07067 -2.12045 -0.39996
O: 8.11812 -0.72457 -5.58556
O: 5.61059 -3.31263 -2.18130
O: -3.11495 2.99499 2.14238
O: 2.93483 -1.48386 -8.86513
N: -4.69323 4.68445 2.71125
N: -1.46891 -3.61412 0.92430
N: -3.78677 2.50464 4.36299
N: -1.04485 -1.12503 0.40396
N: 0.69112 -2.76479 1.92645
N: -3.44438 4.91849 4.83883
C: 5.86948 -1.19243 -5.01847
C: -2.15858 5.57877 5.14702
C: 3.11082 0.95343 -8.02486
C: -1.54576 -4.19688 2.25618
C: -4.51767 5.88577 5.02647
C: 3.57618 -4.57461 -3.49354
C: 5.29113 -0.79119 -6.20545
C: 7.60747 -0.68039 -3.26220
C: 5.14206 -1.94648 -4.09127
C: 5.82917 -2.31229 -2.82693
C: 7.29604 -0.83638 -4.70924
C: 3.97133 -1.12291 -6.52300
C: 1.88423 -3.59619 1.80228
C: -5.93392 3.94383 2.53018
C: -2.00173 -0.75564 1.42482
C: -4.35940 5.39640 1.48229
C: 6.89565 -1.36620 -2.37113
C: -1.54961 -0.74338 -0.91092
C: 3.26450 -1.88654 -5.59155
C: -1.75876 -4.66269 -0.07648
C: -4.75526 2.53586 5.43716
C: 3.83545 -2.30879 -4.39846
C: -2.67544 1.63780 4.74202
C: 0.99407 -1.58005 2.71676
C: 3.01446 -3.16317 -3.44787
B: 3.32395 -0.60703 -7.87181
H: -2.51441 -4.69765 2.35211
H: 1.43969 -0.77414 2.12025
H: -5.08041 1.51595 5.65600
H: -6.45048 3.79708 3.48022
H: -0.77662 -0.86712 -1.67040
H: -3.39637 5.90719 1.58288
H: 3.03562 -2.74255 -2.44376
H: 5.86448 -0.18964 -6.90351
H: -2.08607 2.07922 5.56055
H: -4.35380 2.96607 6.36611
H: -4.49194 6.70764 4.30710
H: 3.89225 1.40032 -8.64776
H: -2.95842 -1.28775 1.32022
H: 2.11606 1.19495 -8.40257
H: -0.97749 -5.43041 -0.10325
H: 3.20034 1.43550 -7.04807
H: 0.10276 -1.19579 3.21444
H: -1.51513 -3.43193 3.02693
H: -1.84297 0.30733 -0.91946
H: -1.91422 6.35888 4.41831
H: -1.82989 -4.21922 -1.07479
H: 1.68778 -4.45888 1.15862
H: 8.37309 0.00732 -2.92614
H: 2.73349 -3.05120 1.37667
H: -4.29287 4.72935 0.61636
H: 2.17039 -3.98634 2.78215
H: 3.59217 -1.59845 -9.55756
H: -0.76112 -4.93256 2.45335
H: -3.03374 0.65814 5.06506
H: 2.23740 -2.13691 -5.83421
H: -5.49342 5.41033 4.98508
H: -1.34781 4.84255 5.13765
H: -6.62411 4.51527 1.90692
H: 1.99614 -3.18611 -3.83569
H: -2.71510 -5.14478 0.13028
H: -2.21648 0.31443 1.36482
H: -2.00240 1.46365 3.90115
H: 7.09420 -1.25594 -1.31331
H: -2.41820 -1.35230 -1.20433
H: -5.65256 3.08985 5.17201
H: -2.17789 6.02484 6.14245
H: -5.78042 2.96659 2.05791
H: 1.69115 -1.83197 3.51803
H: -1.63183 -0.92862 2.43309
H: -5.10991 6.16475 1.27949
H: -4.41961 6.30985 6.03174

Output
E_HOMO: -8.25 eV
Gap between HOMO and LUMO: 7.1 eV
Net charge: 0
SMILES string: CB(O)c1cc(CC(=O)F)c2c(c1)C(=O)C=CC2=O.CN(C)P(=O)(N(C)C)N(C)C.CN(C)P(=O)(N(C)C)N(C)C
2S+1: 1
Energy: -2567.4982 Ha

Atom charges from the Löwdin analysis, given in e for atoms 1 to 5: P 0.7789; P 0.7172; F 0.1231; O 0.1735; O -0.2962